# 1
Density functional theory data (ωB97M-V/def2-TZVPD) for a gas-phase ion, C5H4IN4O2 (charge +1) in a non-equilibrium geometry.

XYZ file:
```
16
Properties=species:S:1:pos:R:3:forces:R:3:lowdin_charge:R:1
C -0.171196 -0.453658 -0.201352 0.5 0.0 -0.5 -0.07
C 0.304775 0.689393 0.549160 -0.7 -1.3 -0.4 -0.21
C -1.441967 -0.789323 0.339932 1.7 0.8 -1.4 -0.24
C -0.607299 0.923712 1.562952 -1.5 -0.1 2.2 -0.16
C 0.937239 -0.745583 -1.141337 -2.7 -1.7 0.2 -0.02
N 1.482223 1.076166 0.123450 0.8 1.3 0.7 0.16
N 1.804999 0.218569 -0.823532 -0.6 0.5 0.4 -0.50
N -1.679651 0.070298 1.380235 0.2 0.6 0.6 0.20
N 2.886965 -0.139004 -3.833375 -0.3 2.6 -0.4 -0.57
O -2.405314 -1.543492 -0.043845 0.2 -1.4 -1.0 0.23
O -0.570779 1.602171 2.676848 1.3 0.5 -1.0 0.23
I 3.442232 0.402595 -2.146819 1.1 -0.9 -1.1 1.49
H -2.287527 -0.249816 2.112334 -0.2 0.5 0.5 0.19
H 2.740630 -1.058199 -4.190206 0.4 -1.5 1.0 -0.07
H -3.037338 -1.928564 0.584929 0.1 0.5 0.1 0.17
H -1.397993 1.924735 3.050625 -0.4 -0.3 0.0 0.17
```
Forces are in eV/Å.

Properties
Total charge   +1
Gap between HOMO and LUMO   5.5 eV
E   -23389.98424 eV
LUMO energy   -6.5 eV
HOMO level   -0.4410 Ha
Spin multiplicity   1

# 2
Density functional theory data (ωB97M-V/def2-TZVPD) for a molecular structure, C19H24BrIrNO2S in a non-equilibrium geometry.

XYZ file:
```
49
Properties=species:S:1:pos:R:3:forces:R:3:lowdin_spin:R:1
Ir 0.051712 -0.024125 0.004575 2.4 -1.7 0.8 2.14
C -5.204800 6.158585 0.193323 0.0 0.0 0.0 0.00
C -3.987281 5.740690 1.015500 -0.1 0.1 0.0 0.02
C -2.921215 6.850933 0.937956 0.0 0.1 0.0 0.01
C -4.415594 5.533935 2.481422 0.0 0.0 0.0 0.01
C -3.370703 4.456586 0.516503 1.0 0.3 1.2 0.18
C -2.217084 3.949563 1.201233 -2.2 2.3 -0.2 0.20
C -1.654406 2.803544 0.767415 2.1 -2.3 0.0 0.26
Br -0.119350 2.118476 1.668342 -1.2 1.4 0.1 0.31
C -2.152892 2.056973 -0.353531 0.7 -1.8 -0.9 0.14
O -1.576211 0.972800 -0.721495 -2.1 2.0 -0.3 0.33
C -3.320933 2.562968 -1.052452 0.7 -2.1 -1.1 0.29
C -3.863695 3.741624 -0.571607 -0.8 1.4 0.5 0.27
C -3.987377 1.904475 -2.259624 0.7 -0.4 0.4 0.04
C -3.954465 2.912538 -3.423332 0.0 0.5 -0.1 0.04
C -3.350488 0.601984 -2.755380 0.0 0.0 0.0 0.00
C -5.447440 1.595167 -1.880079 -0.3 0.1 0.3 0.04
H -5.602505 7.086919 0.600582 0.0 0.0 0.0 0.00
H -6.003281 5.416260 0.237031 -0.1 0.0 0.0 0.00
H -4.949772 6.344955 -0.851073 0.0 0.0 0.0 0.00
H -3.361645 7.781407 1.296303 0.0 0.0 0.0 0.00
H -2.583075 7.012217 -0.085894 0.0 0.0 0.0 0.00
H -2.052025 6.645832 1.563247 0.0 0.0 0.0 0.00
H -4.862831 6.458478 2.846611 0.0 0.0 0.0 0.00
H -3.576361 5.302563 3.137718 0.0 0.0 0.0 0.00
H -5.158949 4.741886 2.574702 0.0 0.0 0.0 0.00
H -1.820001 4.489907 2.047507 0.1 0.0 0.0 0.01
H -4.732937 4.133811 -1.078506 0.0 0.1 0.0 0.01
H -2.930795 3.156414 -3.710575 0.0 0.0 0.0 0.00
H -4.476698 3.839890 -3.191760 0.0 0.1 -0.1 0.00
H -4.448134 2.466898 -4.286857 0.0 -0.1 0.1 0.01
H -2.324368 0.742262 -3.090466 0.0 0.0 0.0 0.00
H -3.934217 0.261828 -3.610672 0.0 0.0 0.0 0.00
H -3.375608 -0.185283 -2.004048 0.0 0.0 0.0 0.00
H -6.009403 2.487415 -1.607289 -0.1 0.0 0.0 0.00
H -5.502638 0.887044 -1.052159 0.0 0.0 0.0 0.00
H -5.945124 1.146087 -2.739494 0.1 0.0 -0.1 0.01
O 0.166936 -1.692580 -1.270765 -0.6 -0.1 -0.6 0.21
N 1.131591 -2.586746 -1.096822 0.4 0.2 0.6 0.03
C 1.169907 -3.634469 -1.929716 0.2 -0.3 0.0 0.01
C 2.155772 -4.588783 -1.786028 -0.2 0.1 -0.1 0.04
C 3.103023 -4.456757 -0.777625 0.0 0.1 0.1 0.00
C 3.040309 -3.365168 0.068275 -0.1 0.0 0.0 0.03
C 2.037232 -2.411094 -0.092096 0.0 -0.6 -0.5 0.03
S 1.903145 -1.033686 0.923333 -0.7 0.7 -0.1 0.33
H 0.394514 -3.653201 -2.681090 0.0 0.0 0.0 0.00
H 2.167883 -5.425779 -2.469072 0.0 0.0 0.0 0.00
H 3.880091 -5.197730 -0.654875 0.0 0.0 0.0 0.00
H 3.755152 -3.220406 0.866609 0.0 0.0 0.0 0.00
```
Forces are in eV/Å.

Properties
Relative energy (zero: lowest compared OMol25 entry of this formula, charge and spin)   41.25 kcal/mol
Total charge   +2
Gap between HOMO and LUMO (spin up / spin down)   6.0 / 3.0 eV
E   -109372.45341 eV
LUMO energy (spin up / spin down)   -6.9 / -11.5 eV
HOMO level (spin up / spin down)   -0.4768 / -0.5324 Ha
Spin multiplicity   6

# 3
Density functional theory data (ωB97M-V/def2-TZVPD) for 3 unconnected molecules or ions with the total composition C18H40O12S in a non-equilibrium geometry.

XYZ file:
```
71
Properties=species:S:1:pos:R:3:forces:R:3:lowdin_charge:R:1
C -2.590660 6.909551 -8.200967 0.3 -0.7 0.5 -0.06
C -2.273028 6.552744 -6.737611 -0.3 1.3 -1.3 -0.20
O -0.866738 6.212689 -6.680376 -1.8 -0.2 0.5 0.06
C -0.515722 5.409401 -5.679880 -0.8 0.8 0.2 -0.64
O 0.550118 4.946410 -5.678371 3.3 -1.5 0.0 0.19
O -1.376655 5.144696 -4.655580 -1.1 0.1 -0.6 -0.01
C -2.024141 3.871584 -4.913116 0.0 -0.3 0.6 -0.14
C -1.537615 2.706881 -4.009560 0.6 0.1 -0.5 -0.15
C -0.207305 2.930229 -3.256240 -0.2 -0.1 -0.1 -0.19
S 1.108131 1.794410 -3.766220 -0.1 -1.6 0.6 0.57
O 0.560140 0.467333 -3.868102 -0.8 0.4 -0.7 -0.30
O 2.166588 1.892706 -2.836835 1.0 1.1 0.5 -0.26
O 1.709626 2.193536 -5.189157 -0.6 0.4 0.3 -0.14
H -3.645969 7.188774 -8.276404 0.2 0.1 -0.1 0.08
H -1.939603 7.696473 -8.586849 -0.2 0.0 0.1 0.08
H -2.428203 5.995623 -8.785813 -0.1 0.3 -0.1 0.08
H -2.426608 7.438351 -6.111213 -0.1 -0.4 0.2 0.13
H -2.943298 5.735008 -6.467650 0.4 0.0 0.4 0.11
H -3.091122 4.017964 -4.716662 0.2 0.1 -0.3 0.13
H -1.844862 3.607439 -5.961451 -0.3 0.1 0.1 0.13
H -2.318004 2.425541 -3.299258 0.1 0.2 0.0 0.12
H -1.398725 1.833799 -4.661547 -0.2 0.1 0.2 0.10
H -0.374659 2.654569 -2.209279 0.4 -0.2 -0.2 0.11
H 0.173182 3.953491 -3.244955 0.0 -0.2 -0.4 0.11
H 1.104229 1.928805 -5.901181 0.1 0.0 0.1 0.10
C -1.300086 -6.005289 0.849866 0.1 0.0 -0.2 -0.12
O -0.955152 -5.139003 -0.208637 -0.1 0.2 0.3 -0.20
C -2.075640 -4.480439 -0.780319 0.3 -0.2 -0.2 -0.20
C -1.743709 -3.050755 -1.157374 -0.1 0.1 0.0 -0.18
O -1.627144 -2.164330 -0.051317 0.0 0.0 0.0 -0.12
C -0.484016 -2.298849 0.785542 0.0 0.1 0.0 -0.18
C 0.821011 -1.886945 0.126019 0.1 -0.4 0.1 -0.19
O 1.255088 -2.879519 -0.787938 -0.2 0.1 -0.2 -0.20
C 1.922974 -2.335027 -1.910266 0.0 -0.1 0.1 -0.10
H -1.844178 -6.878621 0.474757 -0.1 0.0 0.1 0.09
H -0.378935 -6.343170 1.323259 0.0 0.0 -0.1 0.09
H -1.905666 -5.485874 1.601239 -0.1 -0.1 0.0 0.09
H -2.928419 -4.488590 -0.092517 0.0 0.0 0.0 0.12
H -2.354778 -5.034829 -1.686262 -0.2 0.1 0.0 0.13
H -2.582055 -2.665190 -1.744017 0.0 0.0 0.1 0.13
H -0.864625 -2.998044 -1.799292 0.1 -0.2 0.1 0.12
H -0.424591 -3.303295 1.207376 0.2 -0.1 -0.2 0.11
H -0.661821 -1.620806 1.625334 0.0 0.1 -0.1 0.12
H 1.602216 -1.782390 0.891277 -0.1 0.2 0.1 0.11
H 0.685015 -0.921038 -0.372931 0.0 0.0 0.0 0.13
H 1.326254 -1.549075 -2.383075 0.1 0.1 0.0 0.07
H 2.067752 -3.132049 -2.639279 0.0 -0.1 0.1 0.09
H 2.901448 -1.939939 -1.619266 0.0 0.1 -0.1 0.09
C 1.701384 -3.013069 3.803784 0.2 0.1 0.1 -0.11
O 2.173069 -2.000517 4.666849 -0.4 -0.1 0.1 -0.19
C 1.836324 -0.693393 4.226742 0.4 -0.1 0.1 -0.19
C 1.483965 0.208167 5.391958 -0.1 0.1 0.0 -0.18
O 0.215630 -0.057780 5.978470 0.0 0.0 0.0 -0.12
C 0.077590 -1.246353 6.747443 -0.1 0.0 0.0 -0.18
C 0.838419 -1.237618 8.059166 0.2 -0.4 -0.1 -0.20
O 2.226970 -1.437373 7.844795 0.0 0.4 -0.1 -0.20
C 3.035424 -0.742988 8.769220 0.0 -0.2 -0.1 -0.11
H 2.251489 -2.994756 2.857404 -0.1 -0.1 -0.1 0.08
H 1.864403 -3.975476 4.287311 0.1 0.1 0.0 0.09
H 0.628002 -2.897357 3.614531 0.0 0.0 -0.1 0.08
H 0.999612 -0.720552 3.519532 0.0 0.0 0.0 0.12
H 2.714698 -0.284915 3.709643 -0.1 0.2 -0.1 0.13
H 1.409791 1.227832 5.004784 -0.1 0.0 0.0 0.13
H 2.272463 0.217604 6.144657 0.1 -0.2 0.0 0.12
H 0.316862 -2.129427 6.153671 0.2 0.0 0.1 0.12
H -0.987176 -1.308452 6.986711 0.0 0.1 0.0 0.13
H 0.478801 -2.062412 8.688986 -0.2 0.1 0.0 0.13
H 0.652246 -0.291249 8.578891 0.0 0.0 0.0 0.13
H 2.759588 0.316584 8.815436 0.0 0.0 0.1 0.09
H 4.067668 -0.809176 8.427001 0.0 -0.1 0.0 0.09
H 2.962736 -1.192266 9.765111 0.0 0.1 0.1 0.09
```
Forces are in eV/Å.

Properties
Gap between HOMO and LUMO   9.1 eV
E   -54715.07041 eV
LUMO energy   0.2 eV
SMILES string   CCOC(=O)OCCCS(=O)(=O)O.COCCOCCOC.COCCOCCOC
HOMO level   -0.3267 Ha
Spin multiplicity   1

# 4
Density functional theory data (ωB97M-V/def2-TZVPD) for a gas-phase ion, C3H6IN2O (charge +1) in a non-equilibrium geometry.

XYZ file:
```
13
Properties=species:S:1:pos:R:3:forces:R:3:lowdin_charge:R:1
C 0.155644 0.366761 -0.885313 1.8 -0.7 -2.3 -0.16
C 0.556947 0.311206 1.355291 -0.1 -0.5 1.5 -0.45
C -0.396376 -1.591993 0.362254 -1.1 -2.1 -3.4 0.01
N -0.001015 -0.239297 0.325774 0.7 2.0 2.1 -0.18
N -0.366148 1.397376 -1.413984 -1.0 2.1 0.3 -0.11
O -1.275592 2.146588 -0.997524 0.1 -0.5 0.2 -0.03
I 1.109340 2.326505 1.655859 -0.4 -1.7 -0.4 1.08
H 1.024534 -0.052489 -1.346347 0.2 0.0 -0.9 0.16
H 0.698316 -0.484692 2.139423 -0.1 1.5 -0.1 0.12
H 0.319330 -2.353304 0.000714 0.1 0.9 -0.2 0.14
H -0.631659 -1.855642 1.307122 -0.8 -0.8 3.2 0.07
H -1.319793 -1.701917 -0.254689 0.7 0.1 0.4 0.15
H 0.126473 1.730899 -2.248579 -0.1 -0.2 -0.4 0.20
```
Forces are in eV/Å.

Properties
Relative energy (zero: lowest compared OMol25 entry of this formula, charge and spin)   100.85 kcal/mol
Total charge   +1
Gap between HOMO and LUMO   8.3 eV
E   -16325.33755 eV
LUMO energy   -5.5 eV
SMILES string   C[N+](/C=[NH+]\[O-])=C/I
HOMO level   -0.5071 Ha
Spin multiplicity   1

# 5
Density functional theory data (ωB97M-V/def2-TZVPD) for a molecular structure, C16H47N4O7Sr in a non-equilibrium geometry.

XYZ file:
```
75
Properties=species:S:1:pos:R:3:forces:R:3:lowdin_charge:R:1
Sr -0.762584 0.814988 1.568203 -1.8 -0.4 3.4 1.34
O -3.142567 1.228284 1.782774 -0.9 -0.2 -1.6 -0.57
H -4.030523 0.904687 1.535113 0.5 0.5 0.5 -0.10
O -0.831115 2.373166 3.483051 1.5 0.9 -0.1 -0.57
H -0.401949 3.015191 4.081510 -0.5 -0.4 -0.3 -0.11
O -1.510647 -0.664248 3.427099 0.8 -1.4 -0.5 -0.59
H -1.545850 -1.585387 3.750832 0.0 0.7 -0.2 -0.15
C -4.254123 -0.029345 -1.356257 0.8 -0.9 -0.3 -0.02
C -3.321217 -1.225704 -1.003157 -0.9 -1.1 -1.7 -0.44
C -2.529224 -1.869120 -2.208106 -1.4 1.6 -0.2 -0.15
O -3.439179 -2.406971 -3.213068 1.7 0.7 0.4 -0.19
C -3.860499 -3.691702 -2.900658 -0.1 -0.5 0.6 -0.15
N -2.406653 -0.858337 0.000382 1.4 -0.6 0.6 -0.01
H -4.198332 0.715260 -0.562183 0.1 0.1 0.0 0.05
H -5.297390 -0.333019 -1.442752 0.1 0.0 -0.4 0.07
H -3.864549 0.383575 -2.286750 -0.4 0.3 -0.2 0.07
H -3.885253 -2.034969 -0.539422 -0.9 -0.2 -0.6 0.12
H -1.694052 -2.499085 -1.901962 -0.6 -1.0 0.3 0.11
H -1.941683 -1.080538 -2.678244 -0.4 0.5 -0.4 0.11
H -4.307802 -4.158422 -3.778264 -0.3 0.2 0.1 0.08
H -4.528890 -3.650828 -2.040615 -0.5 -0.3 -0.1 0.08
H -3.046791 -4.342620 -2.580821 0.4 -0.1 -0.1 0.08
H -2.923991 -0.245102 0.613906 0.1 1.2 1.1 -0.01
H -2.398604 -1.708758 0.545195 1.1 0.1 0.8 0.08
C 0.878285 1.774746 -1.934184 0.6 0.8 -0.2 -0.05
C -0.063298 2.861245 -1.384767 0.3 -0.2 -2.5 -0.39
C -0.860046 3.650246 -2.537954 1.7 -1.0 0.0 -0.14
O 0.085852 4.160868 -3.479887 0.2 -0.6 1.8 -0.20
C -0.449373 4.604800 -4.660063 0.1 0.5 -0.9 -0.15
N -0.939784 2.100388 -0.560258 -1.3 1.8 -0.3 -0.07
H 1.451846 1.488465 -1.052606 0.3 -0.2 -0.3 0.05
H 1.523397 2.063454 -2.763985 0.1 0.3 0.2 0.08
H 0.337636 0.895168 -2.283695 -0.4 0.0 0.1 0.08
H 0.470429 3.558381 -0.738823 0.1 0.2 -0.2 0.14
H -1.525947 4.441173 -2.192831 0.0 0.1 0.4 0.12
H -1.440912 2.928309 -3.111979 -0.4 -0.4 0.3 0.12
H 0.383623 4.493737 -5.354239 -0.3 0.4 -0.5 0.09
H -0.798704 5.634628 -4.585858 0.2 0.4 -0.1 0.08
H -1.317259 4.061112 -5.033257 0.0 -0.6 0.1 0.08
H -1.472867 1.460351 -1.131464 -0.2 -0.4 -0.2 0.07
H -1.604375 2.828782 -0.341517 -1.0 -0.4 1.2 0.09
C 1.609251 -2.741242 -0.457637 1.8 -1.7 -0.7 -0.07
C 0.998169 -2.036520 0.677592 -0.9 0.0 -0.3 -0.44
C 1.559275 -2.447920 2.034326 0.0 0.2 -0.1 -0.18
O 1.510184 -3.833570 2.268357 -0.7 -0.9 0.2 -0.18
C 0.205204 -4.399036 2.414855 0.0 0.1 0.4 -0.10
N 1.144873 -0.595026 0.463343 -0.1 -0.6 0.0 0.00
H 1.206009 -2.424163 -1.419388 -0.1 -0.1 0.0 0.08
H 1.519692 -3.820832 -0.336911 -0.4 -0.2 -0.2 0.08
H 2.693115 -2.626983 -0.474779 0.3 0.4 -0.2 0.07
H -0.034886 -2.338662 0.505488 -0.6 0.5 1.1 0.11
H 1.095348 -1.894277 2.850622 -0.4 0.1 0.0 0.12
H 2.622350 -2.207492 2.047546 0.1 0.0 0.0 0.12
H -0.485579 -3.868901 3.070517 0.3 0.8 0.1 0.08
H 0.293106 -5.356860 2.927632 0.4 -0.2 -0.5 0.08
H -0.319025 -4.496459 1.464173 0.1 -0.2 -0.2 0.08
H 2.107610 -0.424115 0.716390 0.1 0.4 0.3 0.03
H 1.170780 -0.484294 -0.540233 -0.4 0.2 -0.3 0.05
C 2.753777 0.987377 3.751155 0.6 -1.5 0.2 -0.04
C 2.897806 1.829181 2.498459 0.3 -0.5 -0.7 -0.37
C 3.768090 1.202098 1.286091 -0.4 0.3 1.7 -0.15
O 3.732268 -0.217672 1.278586 1.7 -0.3 0.1 -0.26
C 4.713037 -0.725469 0.356513 -1.1 0.2 -0.4 -0.08
N 1.563752 2.148364 2.041542 0.9 0.6 -1.4 -0.03
H 3.622800 1.043173 4.406728 0.1 0.2 0.0 0.07
H 2.675715 -0.076072 3.525143 -0.1 -0.1 -0.2 0.06
H 1.857070 1.191127 4.336398 0.0 0.5 -0.2 0.09
H 3.437530 2.719376 2.821497 0.2 0.3 -0.3 0.12
H 4.812562 1.496470 1.388659 0.2 0.2 0.2 0.11
H 3.429173 1.551058 0.310662 -0.3 0.4 0.0 0.11
H 5.672806 -0.209267 0.378042 0.1 0.0 0.6 0.08
H 4.319401 -0.540640 -0.642982 0.0 -0.1 -0.4 0.09
H 4.830691 -1.803206 0.469497 0.0 0.1 0.3 0.09
H 1.585153 3.075801 1.642174 -0.1 0.2 -0.4 0.08
H 0.897860 2.267804 2.791500 -1.0 0.0 1.2 -0.03
```
Forces are in eV/Å.

Properties
Relative energy (zero: lowest compared OMol25 entry of this formula, charge and spin)   60.22 kcal/mol
Total charge   -1
Gap between HOMO and LUMO   5.5 eV
E   -38480.91619 eV
LUMO energy   2.3 eV
HOMO level   -0.1158 Ha
Spin multiplicity   1

# 6
Density functional theory data (ωB97M-V/def2-TZVPD) for a gas-phase ion, C7H13BrN (charge +1) in a non-equilibrium geometry.

XYZ file:
```
22
Properties=species:S:1:pos:R:3:forces:R:3:lowdin_spin:R:1
C -0.322740 -0.229178 -1.719470 2.4 1.1 -1.2 0.00
C -0.647356 1.039158 -0.939779 1.2 2.3 -0.2 0.09
C 1.572629 -1.065616 -0.243016 1.1 -1.2 -0.5 0.08
C -0.780490 -0.896583 0.443042 0.9 0.1 3.5 0.07
C 0.105273 -1.255247 -0.678655 1.1 -2.6 -2.6 0.03
C 1.623373 0.263969 0.364678 3.2 -2.1 2.3 0.67
C -0.622685 0.571571 0.481754 -2.9 -0.4 -1.7 0.64
N -1.191771 1.221573 1.640242 -0.3 -0.9 -0.3 0.08
Br 2.142193 0.273589 2.195409 -0.4 0.6 -0.4 0.14
H -1.177266 -0.690988 -2.092934 -1.6 -0.2 -1.4 0.00
H 0.451758 0.079800 -2.560910 -1.6 -1.3 1.6 0.00
H 0.187260 1.785304 -1.220635 -1.3 -0.6 0.8 0.03
H -1.594792 1.531179 -1.248661 0.3 -0.2 0.3 0.03
H 1.930438 -1.946649 0.406564 -0.6 1.5 -0.7 0.01
H 2.355781 -0.930138 -1.071525 -1.5 -0.9 0.5 0.02
H -1.816843 -1.263883 0.538922 0.2 0.1 -0.6 0.03
H -0.275656 -1.134421 1.398979 -0.3 -1.1 0.0 0.02
H -0.057428 -2.310728 -1.108752 0.3 1.5 0.8 0.00
H 2.030078 0.964444 -0.262737 0.9 2.3 -0.7 0.03
H -1.587659 2.069917 1.233059 -1.0 0.1 0.9 0.01
H -0.533770 1.472282 2.381142 0.5 0.1 -0.1 0.02
H -1.790329 0.450645 2.063281 -0.2 1.8 -0.3 0.01
```
Forces are in eV/Å.

Properties
Relative energy (zero: lowest compared OMol25 entry of this formula, charge and spin)   0.00 kcal/mol
Total charge   +1
Gap between HOMO and LUMO (spin up / spin down)   6.9 / 8.2 eV
E   -78990.19685 eV
LUMO energy (spin up / spin down)   -3.5 / -5.7 eV
HOMO level (spin up / spin down)   -0.3826 / -0.5110 Ha
Spin multiplicity   3